[1]
Molecular formula: C2H7N3S2
Method: DFT, wB97M-V/def2-TZVPD

The geometry in XYZ format:
```
14
Properties=species:S:1:pos:R:3:forces:R:3:lowdin_charge:R:1
C 0.06250 0.19374 -1.97725 1.02 0.76 0.10 -0.227
C 0.34655 0.16343 -0.49113 -0.39 -0.63 0.04 -0.565
H 0.57765 2.14495 -2.37264 -0.46 -0.21 -0.10 0.090
H -1.01865 1.88403 -2.30345 -3.58 1.69 1.06 0.004
H 0.90825 -0.23881 -2.50163 0.18 -0.09 0.09 0.113
H -0.76002 -0.44719 -2.17341 -1.02 -0.60 -0.14 0.096
H -1.10285 1.52118 0.00962 0.04 0.09 -0.08 0.042
H -1.57003 -0.80045 1.92837 0.01 -0.03 0.08 -0.166
H 1.06864 0.37752 2.09486 -0.08 -0.29 -0.13 -0.140
N -0.19759 1.50285 -2.54457 3.92 -1.28 -0.99 0.028
N -0.65640 0.69870 0.38946 -0.36 -0.63 0.00 -0.364
N 1.35892 -0.48588 -0.08082 -0.32 0.39 -0.21 -0.348
S -1.96651 -0.47625 0.69197 0.89 0.67 -0.15 0.729
S 1.71077 -0.68588 1.54428 0.13 0.16 0.43 0.708
```
Positions in Å, forces in eV/Å.

The charge is 0. Its lowest unoccupied orbital energy is 0.301 eV. As for the SMILES: NC/C(=N/S)NS.


[2]
Molecular formula: C3H6N2S
Method: DFT, wB97M-V/def2-TZVPD

The geometry in XYZ format:
```
12
Properties=species:S:1:pos:R:3:forces:R:3:lowdin_charge:R:1
C 0.76691 -0.62112 -0.08262 -0.71 0.57 -0.57 -0.551
C 0.10946 -1.07035 1.13517 -0.73 -0.69 1.48 -0.153
C -1.21720 -1.20098 1.29322 0.55 0.89 -0.35 0.020
H 0.35240 2.30376 -0.05185 -0.14 0.22 0.04 -0.136
H 0.57012 0.16462 -1.82839 -0.69 0.93 0.18 0.090
H 2.24085 -1.80175 0.10138 -0.05 0.74 -0.14 0.061
H 0.80583 -1.35094 1.94321 -0.45 -0.05 -0.42 0.108
H -1.87172 -0.77566 0.51483 0.20 -0.64 0.45 0.050
H -1.66824 -1.56804 2.21718 0.21 0.04 -0.36 0.064
N 0.02316 0.22316 -0.95905 1.38 -1.58 -0.06 -0.428
N 1.91005 -1.00948 -0.47374 0.09 -0.68 -0.05 0.126
S -0.74480 1.61794 -0.43384 0.34 0.25 -0.18 0.748
```
Positions in Å, forces in eV/Å.

The charge is 0. Its lowest unoccupied orbital energy is 0.638 eV. As for the SMILES: [H]/N=C(\C=C)NS.


[3]
Molecular formula: C5H10O
Method: DFT, wB97M-V/def2-TZVPD

The geometry in XYZ format:
```
16
Properties=species:S:1:pos:R:3:forces:R:3:lowdin_charge:R:1
C 1.99276 -1.10216 0.06088 -2.86 1.75 4.61 -0.071
C 0.51714 -0.87183 -0.15844 -1.09 1.46 1.17 -0.130
C -0.23252 0.24949 0.03098 3.06 -1.48 -1.17 -0.398
C 0.22094 1.67969 -0.07686 1.40 2.47 0.12 -0.107
C -1.68000 0.11634 0.13060 -3.07 0.99 2.01 -0.286
H 2.40019 -0.10522 0.07921 0.84 0.17 -0.02 0.043
H 2.00364 -1.49522 1.24856 0.56 0.59 -3.41 0.157
H 2.39615 -1.69431 -0.66193 1.46 -1.93 -1.50 0.023
H -0.16258 -1.68577 -0.13196 0.09 -1.40 -0.09 0.074
H -0.76159 2.09839 -0.74869 3.23 0.08 2.09 0.119
H 1.33150 1.85958 -0.68172 -3.51 -0.72 1.56 0.124
H 0.50020 2.27936 1.09953 -1.49 -1.71 -3.72 0.155
H -2.15776 0.83262 -0.56956 0.03 -0.37 0.18 0.107
H -1.95422 0.52142 1.18635 0.21 -0.61 -1.58 0.161
H -2.04869 -1.52524 -0.85091 -0.92 0.55 1.94 0.122
O -2.36515 -1.15716 0.04394 2.06 0.15 -2.20 -0.093
```
Positions in Å, forces in eV/Å.

The charge is 0. Its lowest unoccupied orbital energy is 0.827 eV.


[4]
Molecular formula: C36H77BBrCaCl2F6MgN5O19P2S
Method: DFT, wB97M-V/def2-TZVPD

The geometry in XYZ format:
```
152
Properties=species:S:1:pos:R:3:forces:R:3:lowdin_charge:R:1
C 1.80109 4.42604 -2.45344 -0.56 -0.74 0.03 0.000
C 1.47243 3.46218 -3.70078 1.01 -0.67 -0.43 -0.403
O 2.29728 2.65634 -4.18651 -2.68 2.59 1.60 0.019
N 0.10636 3.53626 -4.23673 0.31 0.23 1.12 0.006
C -0.80616 2.49893 -3.65563 -0.10 -1.79 0.62 -0.191
C -0.21384 1.72322 -2.37640 -1.17 -0.44 0.53 -0.155
C -1.45563 0.88075 -1.75754 0.94 -0.85 -1.09 -0.181
C -1.00013 -0.21542 -0.69332 -0.34 -0.45 0.84 -0.149
C -0.30860 0.42246 0.63397 -3.05 1.83 -0.70 -0.338
C -1.50154 1.33210 1.27976 0.94 0.96 0.81 -0.112
C -1.02179 2.88521 1.33666 -0.29 -0.06 -0.05 -0.176
C -2.23754 3.89027 1.58994 0.09 0.66 0.28 -0.156
C -2.56543 4.84199 0.35237 0.00 -0.03 0.11 -0.342
N -1.38177 5.54038 -0.22148 -0.21 0.76 0.15 -0.164
C -1.70676 6.19344 -1.53928 0.41 0.39 -0.57 -0.082
C -0.86666 6.56587 0.73892 -0.57 1.32 1.66 -0.386
C 0.63919 6.31906 1.26305 -0.78 -0.39 -1.30 0.015
O -1.59067 7.50797 1.11601 2.21 -2.83 -1.23 0.048
O 0.01883 -0.54120 1.63560 1.65 0.17 -1.25 -0.141
C 1.33354 -1.06596 1.55279 1.05 -2.49 1.75 -0.622
Br 2.27143 -0.90943 -0.18148 -0.75 -0.01 0.15 1.006
C 1.15890 -2.67601 1.81208 -0.77 0.00 -1.34 -0.106
C 2.34595 -3.55465 1.22465 -1.44 -1.18 -1.99 -0.243
O 2.17179 -4.19894 0.15709 0.69 1.78 3.45 -0.055
C 2.34366 -0.53172 2.74343 -3.02 1.93 -0.97 -0.248
C 1.69986 0.87765 3.24536 2.36 -0.01 1.41 -0.168
N 0.65128 0.69674 4.29015 0.05 0.31 -0.39 0.006
O 3.57770 -0.21540 2.13839 0.48 -0.59 1.62 -0.219
C 4.79325 -0.59831 2.72104 1.81 -1.30 -0.93 -0.659
Cl 5.95328 0.83614 2.42373 -0.98 -0.62 0.47 0.735
C 4.89581 -1.09491 4.20406 -0.43 0.00 0.92 -0.149
C 4.37895 -0.14675 5.37436 1.19 -0.58 0.74 -0.075
C 5.24290 1.14993 5.66984 -1.75 3.92 0.58 -0.421
O 4.60897 2.18177 6.02589 1.97 -3.48 -1.07 0.029
O 6.63606 1.26454 5.53640 -2.22 -0.56 -0.16 0.025
C 5.42882 -1.76524 1.76751 0.76 -0.04 -1.68 -0.147
O 5.81426 -2.95413 2.50237 -1.29 1.92 1.82 -0.232
O 6.56772 -3.79874 1.74349 1.33 -0.91 -1.71 -0.036
H 0.90461 4.43693 -1.73226 1.15 -0.01 -1.20 0.058
H 1.96229 5.50317 -2.77723 0.09 -1.41 0.29 0.096
H 2.66951 3.97730 -1.86767 -0.90 0.87 -1.04 0.074
H -0.33531 4.44230 -4.02787 0.75 -0.45 0.02 0.086
H -1.83005 2.91800 -3.33186 1.67 -0.19 -0.65 0.124
H -1.03300 1.68779 -4.43907 0.38 1.23 1.04 0.110
H 0.14081 2.41054 -1.54167 -0.32 -0.59 -1.30 0.085
H 0.65266 1.01682 -2.64721 -1.40 0.98 0.32 0.118
H -1.89295 0.30469 -2.65579 0.61 0.73 1.52 0.080
H -2.30045 1.55650 -1.38465 1.34 -0.82 -0.31 0.105
H -0.36217 -1.05367 -1.14486 -0.67 1.51 0.38 0.092
H -1.96495 -0.72021 -0.31336 1.58 0.74 -0.53 0.092
H 0.50283 1.18458 0.38479 -0.59 -1.54 0.36 0.112
H -2.48920 1.19471 0.73536 1.46 0.35 0.68 0.066
H -1.67648 1.04978 2.38399 0.31 0.07 -1.67 0.110
H -0.49264 3.20392 0.37345 -0.75 -0.52 1.21 0.086
H -0.24820 3.02498 2.17677 -1.11 -0.29 -1.24 0.107
H -2.02891 4.57992 2.48831 -0.22 -1.06 -1.27 0.123
H -3.17258 3.29836 1.85327 1.03 0.78 -0.38 0.110
H -3.33818 5.66782 0.64967 1.73 -1.34 0.26 -0.089
H -3.06527 4.24729 -0.48575 0.75 0.55 0.88 0.060
H -1.16109 7.20081 -1.65158 -0.78 -1.57 0.29 0.114
H -1.32361 5.51016 -2.37952 -0.77 0.92 1.12 0.069
H -2.81831 6.40982 -1.67665 1.40 -0.30 0.13 0.020
H 0.71695 6.36856 2.39652 -0.10 0.17 -1.61 0.102
H 1.28399 7.09912 0.73742 -0.73 -0.84 1.05 0.100
H 0.99091 5.30139 0.85895 -0.59 1.51 0.83 0.073
H 0.91113 -2.91680 2.89617 0.55 0.44 -1.18 0.120
H 0.22403 -2.95564 1.19896 1.49 0.27 0.85 0.128
H 3.32822 -3.63836 1.79557 -0.95 0.17 -0.60 0.125
H 2.29301 -1.32989 3.54226 0.60 1.07 -0.72 0.149
H 1.40887 1.56037 2.38544 0.13 -1.22 1.05 0.117
H 2.58245 1.41637 3.76400 -1.08 -0.60 -1.18 0.125
H 1.08444 0.66845 5.23170 -0.38 0.26 -0.94 0.072
H 0.03712 1.51859 4.24861 0.29 -0.51 0.28 0.063
H 5.99994 -1.32237 4.43213 -1.77 0.21 -0.61 0.146
H 4.28357 -2.06751 4.30237 1.12 1.34 -0.29 0.135
H 3.28811 0.16395 5.31289 1.67 -0.14 -0.13 0.097
H 4.44752 -0.78055 6.33831 -0.02 0.91 -1.42 0.141
H 6.78857 2.24142 5.46467 -0.29 -0.94 0.25 0.138
H 6.38147 -1.39515 1.23025 -1.49 -0.28 0.92 0.117
H 4.71826 -2.08569 0.93705 0.61 0.71 1.10 0.104
H 7.42254 -3.34112 1.56529 -0.63 -0.09 0.34 0.116
Mg -5.03056 5.74105 -0.26142 -1.54 0.18 -0.50 0.407
O -1.95641 -1.97172 -4.25285 0.37 -4.43 1.14 -0.229
P -2.84027 -2.82040 -5.17409 -2.71 8.11 -4.80 0.674
O -2.16114 -2.34886 -6.61834 0.57 -1.23 0.50 -0.202
C -0.75933 -2.40330 -6.81707 0.25 0.25 -0.22 -0.293
C -0.35634 -3.70637 -7.47971 0.23 0.37 -0.30 -0.093
O -4.14249 -1.80492 -5.17945 0.31 -1.95 0.32 -0.205
C -4.38465 -0.98456 -4.04146 -0.05 0.79 0.48 -0.291
C -3.82955 0.40838 -4.27448 -0.14 0.18 -0.23 -0.072
O -3.83427 -3.87838 -6.08770 1.32 -1.39 3.09 -0.186
C -3.37407 -5.18937 -6.37062 -0.14 -0.06 -0.58 -0.280
C -2.74781 -5.87912 -5.17739 -0.60 -0.59 -0.14 -0.124
H -0.20668 -2.27267 -5.88175 -0.09 0.24 0.08 0.094
H -0.49555 -1.56945 -7.47185 -0.04 -0.04 0.10 0.136
H -0.49204 -4.54432 -6.78349 -0.12 -0.36 0.00 -0.025
H 0.69608 -3.68466 -7.77742 -0.08 -0.04 0.07 0.092
H -0.96621 -3.90237 -8.36419 0.04 -0.09 0.12 0.095
H -3.97108 -1.43641 -3.13650 0.08 0.13 -0.07 0.097
H -5.46731 -0.92101 -3.89857 0.04 -0.17 -0.21 0.114
H -2.78705 0.38330 -4.59853 -0.10 -0.13 0.16 0.051
H -3.89790 1.01116 -3.36536 -0.02 -0.09 -0.08 0.077
H -4.38888 0.91077 -5.06826 -0.05 -0.07 0.07 0.088
H -2.69328 -5.15869 -7.22339 0.14 0.00 0.02 0.105
H -4.24585 -5.76801 -6.69331 0.08 0.10 0.12 0.138
H -1.86605 -5.33982 -4.82044 -0.76 0.27 -0.13 -0.120
H -2.44308 -6.89654 -5.43873 0.04 0.00 0.07 0.095
H -3.45381 -5.92613 -4.34373 0.18 0.03 0.02 0.109
B 5.36282 4.45689 1.59021 2.00 1.58 4.65 -1.149
F 6.68137 3.96555 1.77447 -1.33 0.16 -0.79 0.078
F 4.83953 3.97218 0.30220 -1.02 -0.20 -0.94 -0.205
F 4.52913 3.99012 2.63333 0.42 0.08 -1.83 0.115
F 5.37305 5.87906 1.58070 0.14 -2.81 -2.05 0.087
Cl 5.73254 3.48271 -1.23085 0.26 -0.13 -0.13 0.647
Ca 0.13234 -5.25605 -4.39152 1.45 0.80 0.73 1.285
C -6.43748 -0.74375 -0.76386 -0.03 -0.03 -0.14 -0.264
S -5.26712 -0.46730 0.57777 0.00 0.00 0.08 0.846
O -3.98202 -0.02535 -0.04521 -0.70 -0.30 -0.12 -0.567
C -5.07985 -2.20521 1.02885 0.09 -0.05 -0.02 -0.250
H -6.66978 0.21630 -1.22638 0.08 -0.01 0.11 0.056
H -5.98391 -1.40571 -1.50367 0.02 0.01 0.05 0.036
H -7.35466 -1.18608 -0.37163 0.06 0.03 0.05 0.055
H -4.72705 -2.77725 0.16864 0.00 0.10 -0.03 0.056
H -6.03819 -2.59717 1.37403 0.02 0.09 0.00 0.057
H -4.34895 -2.27558 1.83546 -0.03 0.09 -0.02 0.042
C 4.74809 -0.41496 -3.49067 -0.23 -0.22 0.81 -0.676
O 5.06199 -1.08025 -2.51979 0.41 0.27 -0.15 0.024
N 5.50747 -0.35880 -4.61592 0.60 -0.15 -0.77 0.152
N 3.60983 0.33633 -3.53912 0.58 0.72 -0.03 0.178
H 5.26770 0.18331 -5.42606 -0.01 0.00 0.11 0.092
H 6.35737 -0.89770 -4.62265 -0.14 0.13 0.03 0.102
H 3.01424 0.32765 -2.72372 0.15 0.05 -0.14 0.054
H 3.34101 0.89377 -4.33431 -0.02 -0.02 0.15 0.081
C -3.33620 -6.27119 5.35832 0.01 -0.43 0.28 -0.108
O -3.42042 -4.99584 4.74498 0.22 0.90 -0.46 -0.213
P -2.38092 -3.86106 5.17535 0.57 0.23 -0.31 0.394
O -0.95159 -4.20396 4.99387 -1.07 0.05 0.38 -0.242
O -2.80216 -3.47793 6.67563 0.17 0.07 -0.73 -0.215
C -2.24780 -4.21830 7.75504 0.19 -0.22 0.56 -0.106
O -2.89297 -2.61195 4.33129 -0.35 -1.34 0.23 -0.217
C -2.44969 -1.32273 4.73867 0.23 0.75 0.37 -0.092
H -3.59764 -7.03146 4.62176 0.03 0.14 0.00 0.090
H -2.33077 -6.47520 5.73268 -0.01 0.00 -0.07 0.087
H -4.05122 -6.31982 6.18271 0.05 -0.01 -0.02 0.090
H -1.34814 -4.76228 7.46125 -0.03 0.10 -0.07 0.084
H -2.99344 -4.92379 8.12664 0.02 0.04 -0.01 0.085
H -1.98944 -3.52471 8.55570 -0.05 0.00 -0.10 0.092
H -1.40816 -1.34759 5.06636 -0.04 0.06 -0.14 0.081
H -3.08359 -0.96308 5.55253 0.06 -0.05 -0.02 0.091
H -2.53936 -0.63801 3.89561 0.07 -0.24 -0.05 0.077
F 2.47532 -1.34748 -2.90613 -1.45 -1.30 -0.30 -0.497
F 4.73106 7.25624 2.77400 -0.60 1.21 1.07 -0.373
```
Positions in Å, forces in eV/Å.

The charge is 0. Its lowest unoccupied orbital energy is -4.777 eV.


lowest unoccupied orbital energy of number 3 (C5H10O)? 0.827 eV